Entry 1:
Molecular formula: C6H16N3
Method: DFT, ωB97M-V/def2-TZVPD

```
25
Properties=species:S:1:pos:R:3
C -1.4081 -0.7197 -0.0417
C -2.6739 -1.2052 0.4206
C 0.1718 -2.6126 0.6736
C 0.5182 3.5084 0.5156
C 1.5189 -1.0417 -1.4894
C 0.8471 0.9459 0.1998
N -0.2526 -1.3011 0.1781
N 0.0446 2.4069 -0.4458
N 0.9534 -0.6665 -0.1863
H -1.3222 0.3041 -0.4715
H -2.4625 -2.2324 0.7705
H -3.3622 -1.3164 -0.4308
H -3.2367 -0.4719 0.9638
H 1.1325 -2.7458 0.2360
H 0.2458 -2.6412 1.7390
H -0.5409 -3.3994 0.3712
H 1.5965 3.6706 0.3368
H -0.0604 4.5175 0.1549
H 0.0803 3.4095 1.5169
H 0.9611 -0.7008 -2.4217
H 2.5520 -0.4545 -1.5827
H 1.8303 -2.0803 -1.5678
H 0.6240 0.8789 1.2862
H 1.9176 1.2108 0.2836
H 0.6320 2.7224 -1.2182
```

As for the total charge: +1. The frontier orbital gap (alpha / beta) is 0.2704 / 0.2240 hartree. The calculation puts the calculated total energy at -10936.6728 eV. The value obtained for the HOMO energy (alpha / beta) is -10.0 / -13.7 eV. As for the energy relative to the best compared isomer or geometry (same formula, charge and spin): 290.0 kJ/mol. As for the multiplicity: 3.

Löwdin atomic charge list, values in e, 8 entries: atom 1 (C): -0.18, atom 2 (C): -0.06, atom 3 (C): 0.02, atom 4 (C): -0.14, atom 5 (C): -0.03, atom 6 (C): 0.00, atom 7 (N): -0.15, atom 8 (N): -0.05


Entry 2:
Molecular formula: C4H11O
Method: DFT, ωB97M-V/def2-TZVPD

```
16
Properties=species:S:1:pos:R:3
C -5.3530 -1.4230 0.3557
O -6.0411 -1.0120 1.4255
H -4.2403 -1.5519 0.4636
H -5.6924 -2.4313 -0.0290
H -5.4180 -0.7495 -0.5443
C 3.2710 -0.2734 0.1464
C 2.2128 0.4386 -0.7081
C 1.7678 1.7305 -0.0484
H 3.8412 0.4598 0.7160
H 3.9661 -0.8445 -0.4661
H 2.7964 -0.9587 0.8406
H 1.3387 -0.2006 -0.8268
H 2.6084 0.5899 -1.7141
H 0.9316 2.2223 -0.5586
H 1.4502 1.5186 0.9676
H 2.5605 2.4851 -0.0199
```

As for the total charge: -1. The frontier orbital gap is 0.1663 hartree. The calculation puts the calculated total energy at -6372.7165 eV. The value obtained for the HOMO energy is -1.6 eV. As for the energy relative to the best compared isomer or geometry (same formula, charge and spin): 47.9 kJ/mol. As for the multiplicity: 1.

Löwdin atomic charge list, values in e, 8 entries: atom 1 (C): -0.57, atom 2 (O): -0.46, atom 3 (H): 0.01, atom 4 (H): 0.02, atom 5 (H): 0.01, atom 6 (C): -0.13, atom 7 (C): -0.32, atom 8 (C): -0.14


Entry 3:
Molecular formula: C22H37N2O5S
Method: DFT, ωB97M-V/def2-TZVPD

```
67
Properties=species:S:1:pos:R:3
C -6.3539 -1.3284 0.1297
H -7.1399 -1.0663 0.8341
H -6.8215 -1.6482 -0.7973
C -5.4442 -0.1322 -0.1295
C -4.8425 0.4429 1.1554
C -3.7863 -0.4505 1.7772
H -3.4493 -0.0807 2.7413
H -4.1171 -1.4804 1.8753
S -2.2874 -0.4959 0.7763
O -1.2074 -1.0218 1.5792
O -2.4856 -1.2109 -0.4653
N -1.9762 1.1184 0.4843
H -1.1648 1.4092 1.0184
C -1.9092 1.5794 -0.8821
C -1.0222 0.6721 -1.7135
O -0.1642 -0.0482 -1.2521
O -1.2662 0.7758 -3.0027
H -0.6805 0.2211 -3.5445
C -1.3311 3.0168 -0.9336
C 0.0777 2.9944 -0.4097
C 1.1282 2.6263 -1.2398
C 2.3908 2.3871 -0.7348
C 2.6400 2.5342 0.6290
C 1.6109 2.9955 1.4513
C 0.3473 3.2092 0.9389
H -0.4395 3.5532 1.5953
H 1.8223 3.1571 2.4960
O 3.8280 2.2686 1.2319
C 4.6762 1.3005 0.6420
H 5.5914 1.3333 1.2358
H 4.9302 1.5664 -0.3905
C 4.0322 -0.0910 0.7045
H 2.9875 0.0233 0.4047
H 4.0547 -0.4353 1.7395
C 4.7333 -1.1008 -0.1994
C 4.3810 -2.5673 0.0730
H 4.6818 -2.8144 1.0925
H 4.9984 -3.1679 -0.5981
C 2.9193 -3.0155 -0.1107
H 2.9483 -4.1064 -0.2220
C 2.0370 -2.7137 1.1054
C 0.6251 -3.2417 0.8954
N 0.0671 -2.6275 -0.3273
H -0.9321 -2.8397 -0.4376
C 0.8499 -2.9872 -1.5257
C 2.2620 -2.4379 -1.3667
H 2.2024 -1.3519 -1.2974
H 2.8517 -2.6946 -2.2466
H 0.3659 -2.5600 -2.4041
H 0.8635 -4.0752 -1.6235
H 0.0885 -1.5945 -0.2213
H 0.6227 -4.3271 0.7735
H -0.0097 -2.9616 1.7363
H 2.4609 -3.1805 1.9940
H 1.9784 -1.6427 1.2876
H 4.5328 -0.8579 -1.2442
H 5.8107 -1.0037 -0.0501
H 3.1753 2.0861 -1.4108
H 0.9589 2.5175 -2.3019
H -1.9656 3.6588 -0.3232
H -1.3638 3.3624 -1.9671
H -2.9149 1.5622 -1.3122
H -4.3893 1.4145 0.9506
H -5.6418 0.5951 1.8848
H -6.0288 0.6514 -0.6148
H -4.6425 -0.4266 -0.8073
H -5.7967 -2.1717 0.5298
```

As for the structure (SMILES): CCCCS(=O)(=O)N[C@@H](Cc1ccc(OCCCCC2CC[NH2+]CC2)cc1)C(=O)O. As for the total charge: +1. The frontier orbital gap is 0.3260 hartree. The calculation puts the calculated total energy at -47463.1001 eV. The value obtained for the HOMO energy is -11.0 eV. As for the energy relative to the best compared isomer or geometry (same formula, charge and spin): 6.0 kJ/mol. As for the multiplicity: 1.

Löwdin atomic charge list, values in e, 8 entries: atom 1 (C): -0.09, atom 2 (H): 0.08, atom 3 (H): 0.08, atom 4 (C): -0.26, atom 5 (C): -0.23, atom 6 (C): -0.21, atom 7 (H): 0.11, atom 8 (H): 0.11


Entry 4:
Molecular formula: C15H20N2O
Method: DFT, ωB97M-V/def2-TZVPD

```
38
Properties=species:S:1:pos:R:3
C 3.7433 0.8266 -1.7629
C 5.0456 0.6205 -0.9977
C 4.9141 0.8102 0.5145
H 4.4638 1.7846 0.7225
H 5.9158 0.8111 0.9497
C 4.1050 -0.2777 1.2234
N 2.6832 -0.1466 1.0169
C 1.9122 -1.1478 0.5372
O 2.3440 -2.2593 0.2682
C 0.4919 -0.8156 0.3499
C -0.2402 0.3332 0.5368
C -1.5779 0.0366 0.1730
C -2.7600 0.7809 0.1481
C -3.9252 0.1792 -0.2741
C -3.9187 -1.1694 -0.6698
C -2.7743 -1.9321 -0.6574
C -1.5983 -1.3229 -0.2324
N -0.3352 -1.8050 -0.1143
H -0.0003 -2.7326 -0.3208
H -2.7846 -2.9665 -0.9670
H -4.8475 -1.6142 -0.9971
C -5.2240 0.9371 -0.2713
C -5.9979 0.6745 1.0219
H -6.9388 1.2204 1.0222
H -5.4120 0.9903 1.8822
H -6.2118 -0.3868 1.1266
H -5.0283 2.0073 -0.3622
H -5.8341 0.6296 -1.1235
H -2.7550 1.8170 0.4549
H 0.1135 1.2830 0.8886
H 2.2634 0.7478 1.2080
H 4.3813 -1.2680 0.8539
H 4.3147 -0.2364 2.3001
H 5.7863 1.3354 -1.3653
H 5.4262 -0.3825 -1.1992
H 3.2951 1.7857 -1.5096
H 3.0297 0.0393 -1.5402
H 3.9352 0.8133 -2.8335
```

As for the structure (SMILES): CCCCNC(=O)c1cc2cc(CC)ccc2[nH]1. As for the total charge: 0. The frontier orbital gap is 0.3248 hartree. The calculation puts the calculated total energy at -20908.5872 eV. The value obtained for the HOMO energy is -8.1 eV. As for the energy relative to the best compared isomer or geometry (same formula, charge and spin): 18.8 kJ/mol. As for the multiplicity: 1.

Löwdin atomic charge list, values in e, 8 entries: atom 1 (C): -0.10, atom 2 (C): -0.26, atom 3 (C): -0.20, atom 4 (H): 0.11, atom 5 (H): 0.11, atom 6 (C): -0.18, atom 7 (N): 0.07, atom 8 (C): -0.45


Entry 5:
Molecular formula: C30H29AsGaO5P
Method: DFT, ωB97M-V/def2-TZVPD

```
67
Properties=species:S:1:pos:R:3
Ga -0.2396 0.2661 -0.5155
O -2.4174 -1.6348 2.5733
C -1.7278 -1.3266 1.5147
O -1.6509 -0.1936 1.0532
C -1.0031 -2.4922 0.8837
O -0.3477 -2.0026 -0.2715
C -0.7647 -2.5735 -1.5312
C -0.4970 -1.5320 -2.6159
O -0.0994 -1.8435 -3.7077
O -0.7281 -0.2938 -2.2343
H -2.8638 -0.8482 2.9373
H -1.7259 -3.2751 0.6459
H -0.2830 -2.9044 1.5950
H -1.8392 -2.7731 -1.5041
H -0.2152 -3.4936 -1.7244
C 2.3025 0.6585 -2.7423
C 3.6979 0.9169 -3.2966
As 4.7166 -0.6561 -3.8218
C 4.0152 -1.2329 -5.5086
C 4.2427 -0.4003 -6.6047
C 3.7218 -0.7584 -7.8369
C 2.9971 -1.9360 -7.9720
C 2.7870 -2.7632 -6.8798
C 3.2979 -2.4146 -5.6377
C 6.5178 -0.1542 -4.0689
C 7.0720 0.9608 -3.4321
C 8.3838 1.3062 -3.7022
C 9.1443 0.5305 -4.5702
C 8.6023 -0.5978 -5.1754
C 7.2901 -0.9510 -4.9231
P 2.2283 0.0035 -1.0309
C 2.9544 -1.6458 -1.0455
C 3.5458 -2.1577 0.1116
C 4.0442 -3.4498 0.1221
C 3.9519 -4.2466 -1.0128
C 3.3452 -3.7544 -2.1585
C 2.8398 -2.4594 -2.1789
C 3.3076 1.0680 -0.0567
C 2.7593 2.1414 0.6423
C 3.5815 3.0177 1.3357
C 4.9538 2.8230 1.3412
C 5.5108 1.7531 0.6497
C 4.6938 0.8804 -0.0477
H 1.6951 0.0247 -3.3939
H 1.7798 1.6198 -2.6824
H 4.2944 1.5070 -2.6016
H 3.6222 1.4693 -4.2385
H 4.8247 0.5096 -6.5099
H 3.8882 -0.1203 -8.6934
H 2.5981 -2.2102 -8.9383
H 2.2259 -3.6798 -6.9918
H 3.1336 -3.0632 -4.7877
H 6.4952 1.5631 -2.7425
H 8.8161 2.1810 -3.2371
H 10.1701 0.8057 -4.7725
H 9.2038 -1.1978 -5.8432
H 6.8631 -1.8249 -5.4013
H 3.6312 -1.5438 0.9997
H 4.5118 -3.8361 1.0170
H 4.3447 -5.2538 -0.9973
H 3.2537 -4.3815 -3.0356
H 2.3052 -2.1143 -3.0577
H 1.6865 2.3034 0.6484
H 3.1488 3.8476 1.8758
H 5.5926 3.5003 1.8907
H 6.5808 1.5965 0.6617
H 5.1376 0.0389 -0.5694
```

As for the total charge: +2. The frontier orbital gap (alpha / beta) is 0.2657 / 0.1793 hartree. The calculation puts the calculated total energy at -164306.7976 eV. The value obtained for the HOMO energy (alpha / beta) is -14.0 / -12.9 eV. As for the multiplicity: 1.

Löwdin atomic charge list, values in e, 8 entries: atom 1 (Ga): 0.76, atom 2 (O): 0.22, atom 3 (C): -0.44, atom 4 (O): 0.04, atom 5 (C): -0.05, atom 6 (O): -0.21, atom 7 (C): -0.04, atom 8 (C): -0.58